Formula: C22H49B3Cl2N6O5P2
Source: the Open Molecules 2025 dataset
Level of theory: ωB97M-V with the def2-TZVPD basis set

Properties
- LUMO: -0.211 eV
- Orbital gap: 7.67 eV
- ΔE to the lowest compared entry with this formula, charge and spin: 0.00 kJ/mol
- Electronic energy: -88442.06769 eV

Atoms and positions in Å:
C (-3.71, -2.34, 5.80)
C (-3.07, -2.50, 4.41)
Cl (-1.37, -3.01, 4.69)
C (-3.10, -1.17, 3.54)
Cl (-1.52, -0.31, 3.40)
B (-4.19, -0.13, 4.02)
O (-4.08, 0.70, 5.13)
B (-5.29, 0.87, 5.80)
O (-6.50, 0.39, 5.32)
B (-6.37, -0.47, 4.23)
C (-7.18, -1.82, 4.04)
C (-8.64, -1.60, 4.44)
C (-9.00, -1.30, 5.75)
C (-10.30, -1.06, 6.14)
C (-11.30, -1.13, 5.17)
C (-10.95, -1.46, 3.88)
C (-9.64, -1.69, 3.49)
O (-5.39, -0.08, 3.30)
H (-4.81, -2.38, 5.78)
H (-3.41, -3.22, 6.39)
H (-3.35, -1.48, 6.36)
H (-3.64, -3.25, 3.86)
H (-3.35, -1.47, 2.52)
H (-5.31, 1.48, 6.82)
H (-7.16, -2.07, 2.97)
H (-6.72, -2.66, 4.57)
H (-8.18, -1.23, 6.47)
H (-10.49, -0.81, 7.18)
H (-12.32, -0.91, 5.48)
H (-11.74, -1.54, 3.13)
H (-9.44, -1.95, 2.45)
O (2.05, -3.90, -1.97)
P (2.13, -3.01, -0.74)
N (1.24, -1.66, -1.36)
C (1.74, -0.83, -2.44)
C (-0.17, -1.98, -1.57)
N (3.83, -2.81, -0.73)
C (4.54, -1.55, -0.83)
C (4.62, -3.87, -1.35)
N (2.11, -2.28, 0.89)
C (1.69, -3.26, 1.91)
C (1.55, -0.98, 1.22)
H (1.08, 0.03, -2.58)
H (1.82, -1.37, -3.39)
H (2.71, -0.40, -2.19)
H (-0.61, -2.38, -0.64)
H (-0.31, -2.72, -2.36)
H (-0.74, -1.08, -1.81)
H (4.66, -1.23, -1.87)
H (5.54, -1.65, -0.40)
H (4.06, -0.75, -0.27)
H (4.66, -3.76, -2.45)
H (4.21, -4.85, -1.12)
H (5.64, -3.85, -0.97)
H (0.62, -3.47, 1.84)
H (1.92, -2.91, 2.91)
H (2.23, -4.20, 1.76)
H (0.45, -0.96, 1.16)
H (1.94, -0.19, 0.60)
H (1.82, -0.72, 2.25)
O (3.66, 1.82, -3.41)
P (4.64, 2.71, -4.13)
N (4.33, 4.17, -3.25)
C (3.06, 4.88, -3.35)
C (4.76, 4.09, -1.87)
N (3.91, 2.62, -5.68)
C (3.41, 3.74, -6.44)
C (3.12, 1.43, -5.96)
N (6.05, 3.48, -4.92)
C (7.24, 2.61, -4.85)
C (6.47, 4.86, -4.74)
H (3.13, 5.83, -2.82)
H (2.22, 4.31, -2.94)
H (2.84, 5.14, -4.38)
H (5.81, 3.79, -1.82)
H (4.17, 3.36, -1.29)
H (4.69, 5.07, -1.38)
H (2.39, 4.01, -6.14)
H (3.38, 3.48, -7.51)
H (4.04, 4.62, -6.37)
H (2.11, 1.51, -5.54)
H (3.60, 0.54, -5.56)
H (3.03, 1.28, -7.04)
H (7.66, 2.58, -3.83)
H (8.02, 2.94, -5.54)
H (6.97, 1.58, -5.13)
H (6.87, 5.07, -3.74)
H (5.65, 5.56, -4.94)
H (7.25, 5.09, -5.47)

Formula: C22H49Br9O17S5
Source: the Open Molecules 2025 dataset
Level of theory: ωB97M-V with the def2-TZVPD basis set

Properties
- LUMO (spin up / spin down): 1.390 / 1.390 eV
- Spin multiplicity: 2
- Orbital gap (spin up / spin down): 2.68 / 7.07 eV
- Total charge: -1
- Expectation value of S²: 0.75
- Electronic energy: -742969.12930 eV

Atoms and positions in Å:
O (0.32, -3.74, -5.27)
C (-0.75, -3.28, -4.88)
O (-1.89, -3.62, -5.51)
C (-3.03, -3.20, -4.80)
C (-2.55, -2.50, -3.56)
C (-1.04, -2.38, -3.71)
H (-3.79, -3.95, -4.58)
H (-3.47, -2.46, -5.47)
H (-2.70, -3.04, -2.62)
H (-2.93, -1.48, -3.60)
H (-0.38, -2.70, -2.90)
H (-0.83, -1.34, -3.95)
O (-2.38, -5.97, 3.09)
S (-1.86, -4.74, 2.42)
O (-2.29, -3.41, 2.93)
O (-0.21, -4.80, 2.60)
C (0.60, -3.72, 2.10)
C (1.08, -2.88, 3.28)
C (-1.91, -4.76, 0.52)
H (0.14, -3.13, 1.31)
H (1.45, -4.23, 1.64)
H (0.37, -2.08, 3.50)
H (1.97, -2.29, 3.03)
H (1.41, -3.51, 4.10)
H (-1.99, -3.76, 0.09)
H (-2.85, -5.20, 0.20)
H (-1.10, -5.38, 0.13)
O (-1.83, 0.58, -0.96)
S (-0.84, -0.20, -0.18)
O (-0.55, -1.60, -0.41)
O (0.60, 0.64, 0.01)
C (1.60, -0.01, 0.75)
C (2.89, 0.47, 0.05)
C (-1.40, -0.08, 1.61)
H (1.48, -1.09, 0.75)
H (1.54, 0.34, 1.78)
H (2.91, 0.47, -1.04)
H (3.71, -0.16, 0.38)
H (3.05, 1.51, 0.33)
H (-0.61, -0.55, 2.19)
H (-2.32, -0.64, 1.68)
H (-1.50, 0.99, 1.83)
O (-4.37, 2.41, 3.19)
S (-3.89, 3.46, 2.22)
O (-2.93, 3.10, 1.16)
O (-5.18, 4.20, 1.47)
C (-5.05, 4.70, 0.15)
C (-6.24, 5.62, -0.21)
C (-3.40, 4.95, 3.13)
H (-4.89, 3.83, -0.49)
H (-4.18, 5.35, 0.08)
H (-7.14, 5.03, -0.35)
H (-6.15, 6.13, -1.17)
H (-6.35, 6.31, 0.63)
H (-2.92, 5.67, 2.47)
H (-2.67, 4.61, 3.85)
H (-4.15, 5.49, 3.72)
O (3.99, 2.88, -5.57)
S (3.92, 3.00, -4.14)
O (3.64, 4.28, -3.48)
O (2.82, 1.89, -3.62)
C (1.57, 2.02, -4.16)
C (0.62, 1.16, -3.36)
C (5.37, 2.15, -3.37)
H (1.35, 1.66, -5.16)
H (1.16, 3.03, -4.11)
H (0.83, 0.10, -3.50)
H (-0.36, 1.33, -3.81)
H (0.63, 1.36, -2.29)
H (5.29, 1.79, -2.35)
H (6.26, 2.75, -3.54)
H (5.54, 1.34, -4.08)
O (5.49, -1.02, 4.15)
S (5.60, -2.11, 5.13)
O (4.80, -2.13, 6.37)
O (5.39, -3.50, 4.20)
C (5.96, -3.41, 2.83)
C (4.80, -3.56, 1.83)
C (7.39, -2.37, 5.49)
H (6.71, -4.17, 2.58)
H (6.43, -2.45, 2.59)
H (5.12, -3.58, 0.78)
H (4.09, -2.74, 1.86)
H (4.26, -4.50, 1.97)
H (7.96, -2.06, 4.61)
H (7.63, -3.39, 5.80)
H (7.56, -1.74, 6.36)
C (-4.79, 0.08, 0.91)
Br (-4.37, -1.08, -0.69)
Br (-5.09, -1.17, 2.41)
Br (-6.40, 1.28, 0.67)
H (-3.92, 0.68, 1.14)
C (-0.11, 3.74, 0.50)
Br (-1.00, 5.42, 0.14)
Br (0.21, 3.63, 2.44)
Br (1.64, 3.61, -0.49)
H (-0.70, 2.88, 0.17)
C (-3.24, 2.91, -3.07)
Br (-4.66, 4.27, -3.52)
Br (-1.50, 3.80, -2.98)
Br (-3.10, 1.43, -4.32)
H (-3.43, 2.51, -2.07)